Entry 1:
{
  "formula": "C7H10O",
  "method": "ωB97M-V/def2-TZVPD",
  "de_lowest_kj_mol": 261.3,
  "homo_lumo_gap_ha": 0.366,
  "total_charge": 0,
  "e_tot_ha": -347.86365,
  "homo_energy_ha": -0.3399,
  "species": ["C", "H", "H", "H", "H", "C", "C", "C", "O", "H", "C", "H", "C", "H", "C", "H", "H", "H"],
  "positions_angstrom": [[-0.580, 1.010, 1.669], [-1.166, 1.907, 1.486], [0.218, 2.082, -1.049], [0.360, 1.091, 2.221], [1.735, 0.928, -2.557], [-0.595, -0.570, -0.136], [1.352, 0.347, -1.364], [-1.265, -1.809, 0.339], [0.390, -1.777, -2.043], [-1.296, 0.376, 2.169], [0.768, 1.340, -0.298], [-1.465, -1.867, 1.379], [0.425, -0.831, -1.302], [-0.493, -2.702, 0.055], [-0.144, 0.487, 0.437], [-2.144, -1.806, -0.409], [1.525, 1.872, 0.328], [2.376, -0.077, -0.925]]
}

=====

Entry 2:
{
  "formula": "C7H10O",
  "method": "ωB97M-V/def2-TZVPD",
  "de_lowest_kj_mol": 471.7,
  "homo_lumo_gap_ha": 0.357,
  "total_charge": 0,
  "e_tot_ha": -347.78351,
  "smiles": "C1=C[C@H]2CC[C@@H](C1)O2",
  "homo_energy_ha": -0.3205,
  "species": ["H", "H", "H", "H", "O", "C", "C", "H", "H", "H", "C", "C", "H", "C", "H", "C", "C", "H"],
  "positions_angstrom": [[-1.619, 0.846, -1.328], [-0.032, -0.419, -0.638], [2.987, 0.225, -0.290], [-2.241, -1.344, 0.673], [-0.107, 0.059, 1.297], [-0.335, 1.189, 0.502], [1.921, 0.203, -0.042], [1.979, -1.640, 0.947], [-2.537, 1.055, 0.192], [-0.521, 2.055, 1.178], [-0.052, -0.942, 0.304], [-1.620, 0.630, -0.278], [-1.754, -1.444, -0.978], [1.396, -1.228, 0.119], [1.522, -1.851, -0.800], [-1.554, -0.996, -0.065], [1.082, 1.317, -0.174], [1.486, 2.287, -0.618]]
}